C30H29MnN5O3 | the ωB97M-V functional and the def2-TZVPD basis

Atoms and positions in Å:
Mn: -0.196 0.369 -0.495
C: -0.311 1.841 2.983
C: -1.378 0.781 2.961
C: -1.698 0.133 4.152
C: -2.689 -0.830 4.197
C: -3.382 -1.159 3.041
C: -3.087 -0.541 1.833
C: -3.865 -0.901 0.597
C: -2.075 0.431 1.805
N: -1.729 0.990 0.533
C: -2.574 1.879 -0.064
O: -3.507 2.477 0.431
C: -2.215 2.054 -1.525
C: -2.853 2.837 -2.463
C: -2.381 2.798 -3.774
C: -1.311 1.979 -4.128
C: -0.727 1.218 -3.135
N: -1.186 1.297 -1.892
C: 0.381 0.193 -3.287
O: 0.868 -0.053 -4.366
N: 0.658 -0.372 -2.077
C: 1.590 -1.444 -1.958
C: 2.958 -1.216 -2.129
C: 3.477 0.126 -2.562
C: 3.833 -2.274 -1.903
C: 3.364 -3.522 -1.526
C: 2.002 -3.733 -1.378
C: 1.098 -2.699 -1.595
C: -0.381 -2.970 -1.497
H: 0.613 1.452 3.417
H: -0.626 2.684 3.600
H: -0.096 2.226 1.989
H: -1.162 0.401 5.055
H: -2.930 -1.319 5.131
H: -4.164 -1.907 3.073
H: -4.379 -1.851 0.731
H: -3.224 -0.984 -0.284
H: -4.617 -0.139 0.378
H: -3.702 3.437 -2.167
H: -2.863 3.400 -4.532
H: -0.936 1.907 -5.139
H: 2.982 0.939 -2.027
H: 3.283 0.287 -3.623
H: 4.551 0.196 -2.396
H: 4.896 -2.113 -2.034
H: 4.058 -4.335 -1.361
H: 1.632 -4.713 -1.103
H: -0.569 -3.903 -0.965
H: -0.830 -3.053 -2.490
H: -0.948 -2.187 -0.980
O: 1.407 1.853 -0.254
C: 2.419 1.493 0.676
C: 2.137 0.134 1.267
C: 3.041 -0.455 2.137
C: 2.718 -1.661 2.729
C: 1.492 -2.251 2.447
C: 0.652 -1.623 1.559
N: 0.977 -0.460 0.968
H: 1.047 2.746 -0.056
H: 2.461 2.222 1.489
H: 3.391 1.484 0.179
H: 3.978 0.041 2.349
H: 3.410 -2.134 3.412
H: 1.194 -3.185 2.900
H: -0.316 -2.039 1.310
N: -1.253 4.631 0.616
C: -0.241 4.161 0.315
H: -2.167 4.926 0.905

HOMO energy (spin up / spin down) in eV: -11.150 / -11.253
Net charge: +1
<S²>: 6.061
2S+1: 5
Orbital gap (spin up / spin down) in eV: 7.382 / 7.574

***

C30H29MnN9O4 | the ωB97M-V functional and the def2-TZVPD basis

Atoms and positions in Å:
Mn: -1.155 0.090 -1.185
O: -0.064 -2.426 2.214
C: -0.854 -1.804 3.127
C: -0.816 -2.295 4.429
C: -1.610 -1.733 5.406
C: -2.464 -0.671 5.107
C: -2.500 -0.180 3.823
C: -1.695 -0.728 2.814
C: -1.752 -0.156 1.465
O: -0.939 -0.670 0.537
N: -2.558 0.817 1.201
N: -2.402 1.196 -0.138
C: -3.003 2.249 -0.537
C: -2.945 2.775 -1.879
C: -3.611 3.980 -2.152
C: -3.596 4.531 -3.411
C: -2.909 3.866 -4.428
C: -2.247 2.676 -4.183
C: -2.250 2.121 -2.907
O: -1.593 0.969 -2.701
H: -0.262 -2.036 1.348
H: -0.156 -3.128 4.641
H: -1.572 -2.129 6.415
H: -3.087 -0.234 5.877
H: -3.145 0.650 3.566
H: -3.600 2.770 0.208
H: -4.147 4.475 -1.347
H: -4.109 5.462 -3.611
H: -2.896 4.282 -5.428
H: -1.717 2.149 -4.967
N: 1.358 -2.928 -2.910
C: 1.308 -1.700 -2.405
N: 0.055 -1.421 -2.119
C: -0.630 -2.550 -2.482
N: 0.132 -3.491 -2.971
C: -2.094 -2.626 -2.362
C: -2.859 -3.568 -3.033
N: -4.186 -3.548 -2.965
C: -4.740 -2.596 -2.221
C: -3.973 -1.662 -1.538
N: -2.650 -1.685 -1.611
H: 2.161 -3.443 -3.234
H: 2.164 -1.054 -2.269
H: -2.387 -4.337 -3.634
H: -5.822 -2.569 -2.173
H: -4.422 -0.905 -0.906
C: 3.590 -2.081 0.583
C: 4.285 -0.765 0.252
N: 4.378 0.150 1.385
C: 5.324 -0.193 2.459
C: 4.641 -0.688 3.728
C: 3.733 1.338 1.503
O: 3.974 2.130 2.400
C: 2.722 1.756 0.465
C: 2.857 3.017 -0.102
C: 1.896 3.469 -0.988
C: 0.808 2.659 -1.260
N: 0.646 1.463 -0.686
C: 1.592 1.024 0.153
H: 3.483 -2.697 -0.316
H: 2.602 -1.918 1.015
H: 4.170 -2.657 1.306
H: 3.782 -0.254 -0.567
H: 5.301 -0.970 -0.089
H: 5.916 0.693 2.682
H: 5.992 -0.956 2.058
H: 4.002 0.092 4.141
H: 5.394 -0.945 4.476
H: 4.034 -1.576 3.535
H: 3.709 3.630 0.166
H: 1.973 4.443 -1.453
H: 0.031 2.981 -1.942
H: 1.402 0.066 0.623

HOMO energy (spin up / spin down) in eV: -10.619 / -10.643
Net charge: +1
<S²>: 6.045
2S+1: 5
Orbital gap (spin up / spin down) in eV: 7.197 / 7.160

***

C30H29N4OPPtS2 | the ωB97M-V functional and the def2-TZVPD basis

Atoms and positions in Å:
Pt: -0.327 -0.413 -0.195
O: 0.911 1.620 1.508
N: -0.239 1.294 0.862
C: -1.204 2.116 0.944
C: -2.481 1.993 0.236
C: -3.592 2.541 0.874
C: -4.836 2.553 0.258
C: -4.972 2.080 -1.034
C: -3.864 1.573 -1.704
C: -2.633 1.476 -1.069
P: -1.211 0.720 -1.905
C: -0.861 1.682 -3.364
C: -1.132 3.053 -3.367
C: -0.843 3.798 -4.497
C: -0.272 3.188 -5.607
C: 0.013 1.827 -5.595
C: -0.273 1.070 -4.474
C: -1.524 -0.991 -2.357
C: -2.727 -1.614 -2.707
C: -2.806 -2.994 -2.729
C: -1.717 -3.791 -2.359
C: -0.510 -3.202 -2.059
C: -0.389 -1.802 -2.088
H: 1.581 0.986 1.153
H: -1.037 3.004 1.549
H: -3.479 2.972 1.861
H: -5.688 2.969 0.779
H: -5.929 2.124 -1.535
H: -3.961 1.258 -2.736
H: -1.575 3.531 -2.503
H: -1.061 4.856 -4.513
H: -0.049 3.775 -6.487
H: 0.455 1.358 -6.463
H: -0.058 0.009 -4.469
H: -3.597 -1.025 -2.964
H: -3.731 -3.465 -3.035
H: -1.815 -4.868 -2.363
H: 0.367 -3.802 -1.857
H: 0.611 -1.381 -2.183
S: 2.170 -0.935 0.131
C: 2.434 -1.805 1.596
N: 3.620 -1.722 2.186
C: 3.973 -2.465 3.395
C: 2.715 -2.684 4.218
C: 1.661 -3.352 3.352
N: 1.485 -2.564 2.132
H: 4.319 -1.161 1.726
H: 4.707 -1.880 3.947
H: 4.432 -3.418 3.122
H: 2.340 -1.721 4.573
H: 2.934 -3.299 5.088
H: 0.701 -3.398 3.866
H: 1.960 -4.369 3.090
H: 0.607 -2.590 1.637
S: -4.141 -2.254 1.990
C: -3.021 -1.772 0.799
N: -1.923 -1.217 1.217
C: -1.904 -1.145 2.607
C: -0.899 -0.609 3.415
C: -1.074 -0.623 4.783
C: -2.226 -1.161 5.370
C: -3.229 -1.693 4.588
C: -3.056 -1.675 3.208
H: -3.230 -1.917 -0.250
H: 0.001 -0.188 2.985
H: -0.308 -0.199 5.419
H: -2.331 -1.156 6.445
H: -4.122 -2.110 5.032

HOMO energy in eV: -13.534
Net charge: +2
Orbital gap in eV: 6.915

***

C30H29N5O2Sr | the ωB97M-V functional and the def2-TZVPD basis

Atoms and positions in Å:
Sr: -0.165 -0.010 -0.277
O: -1.474 -1.517 4.001
C: -1.218 -1.230 2.814
N: -0.188 -0.585 2.266
C: 0.878 -0.103 3.063
C: 0.977 -0.356 4.440
C: 2.009 0.143 5.223
C: 2.984 0.927 4.642
C: 2.933 1.180 3.278
C: 1.919 0.676 2.449
N: 1.871 0.922 1.056
C: 2.881 1.528 0.429
O: 3.977 1.946 0.850
C: 2.678 1.754 -1.077
C: 3.742 2.263 -1.819
C: 3.579 2.459 -3.178
C: 2.365 2.144 -3.772
C: 1.354 1.642 -2.968
N: 1.513 1.464 -1.655
C: -2.307 -1.683 1.830
C: -3.486 -2.219 2.345
C: -4.479 -2.618 1.470
C: -4.284 -2.476 0.104
C: -3.086 -1.934 -0.333
N: -2.127 -1.559 0.515
H: 0.206 -0.951 4.895
H: 2.031 -0.085 6.284
H: 3.794 1.343 5.232
H: 3.703 1.775 2.821
H: 4.662 2.484 -1.299
H: 4.397 2.848 -3.775
H: 2.199 2.268 -4.834
H: 0.388 1.336 -3.360
H: -3.578 -2.301 3.418
H: -5.407 -3.033 1.850
H: -5.042 -2.762 -0.613
H: -2.864 -1.749 -1.382
C: -2.233 2.758 -2.797
C: -3.300 1.726 -3.178
C: -4.008 1.201 -1.925
C: -2.767 0.617 -4.068
C: -3.282 0.530 -5.345
C: -2.895 -0.443 -6.270
C: -1.940 -1.367 -5.836
C: -1.381 -1.351 -4.574
C: -0.369 -2.436 -4.251
C: -0.814 -3.364 -3.114
C: 1.031 -1.883 -3.967
C: -1.740 -0.325 -3.567
N: -1.219 -0.264 -2.375
H: -2.662 3.567 -2.194
H: -1.786 3.196 -3.693
H: -1.444 2.265 -2.228
H: -4.056 2.258 -3.773
H: -3.299 0.623 -1.332
H: -4.839 0.546 -2.200
H: -4.404 2.025 -1.318
H: -4.034 1.263 -5.642
H: -3.319 -0.485 -7.267
H: -1.620 -2.151 -6.525
H: -0.290 -3.059 -5.153
H: -0.914 -2.782 -2.198
H: -0.088 -4.170 -2.956
H: -1.784 -3.813 -3.344
H: 0.986 -1.229 -3.097
H: 1.393 -1.298 -4.817
H: 1.747 -2.692 -3.775

HOMO energy in eV: 0.199
Net charge: -2
Orbital gap in eV: 4.417

***

Repeat the fourth record exactly.
C30H29N5O2Sr | the ωB97M-V functional and the def2-TZVPD basis

Atoms and positions in Å:
Sr: -0.165 -0.010 -0.277
O: -1.474 -1.517 4.001
C: -1.218 -1.230 2.814
N: -0.188 -0.585 2.266
C: 0.878 -0.103 3.063
C: 0.977 -0.356 4.440
C: 2.009 0.143 5.223
C: 2.984 0.927 4.642
C: 2.933 1.180 3.278
C: 1.919 0.676 2.449
N: 1.871 0.922 1.056
C: 2.881 1.528 0.429
O: 3.977 1.946 0.850
C: 2.678 1.754 -1.077
C: 3.742 2.263 -1.819
C: 3.579 2.459 -3.178
C: 2.365 2.144 -3.772
C: 1.354 1.642 -2.968
N: 1.513 1.464 -1.655
C: -2.307 -1.683 1.830
C: -3.486 -2.219 2.345
C: -4.479 -2.618 1.470
C: -4.284 -2.476 0.104
C: -3.086 -1.934 -0.333
N: -2.127 -1.559 0.515
H: 0.206 -0.951 4.895
H: 2.031 -0.085 6.284
H: 3.794 1.343 5.232
H: 3.703 1.775 2.821
H: 4.662 2.484 -1.299
H: 4.397 2.848 -3.775
H: 2.199 2.268 -4.834
H: 0.388 1.336 -3.360
H: -3.578 -2.301 3.418
H: -5.407 -3.033 1.850
H: -5.042 -2.762 -0.613
H: -2.864 -1.749 -1.382
C: -2.233 2.758 -2.797
C: -3.300 1.726 -3.178
C: -4.008 1.201 -1.925
C: -2.767 0.617 -4.068
C: -3.282 0.530 -5.345
C: -2.895 -0.443 -6.270
C: -1.940 -1.367 -5.836
C: -1.381 -1.351 -4.574
C: -0.369 -2.436 -4.251
C: -0.814 -3.364 -3.114
C: 1.031 -1.883 -3.967
C: -1.740 -0.325 -3.567
N: -1.219 -0.264 -2.375
H: -2.662 3.567 -2.194
H: -1.786 3.196 -3.693
H: -1.444 2.265 -2.228
H: -4.056 2.258 -3.773
H: -3.299 0.623 -1.332
H: -4.839 0.546 -2.200
H: -4.404 2.025 -1.318
H: -4.034 1.263 -5.642
H: -3.319 -0.485 -7.267
H: -1.620 -2.151 -6.525
H: -0.290 -3.059 -5.153
H: -0.914 -2.782 -2.198
H: -0.088 -4.170 -2.956
H: -1.784 -3.813 -3.344
H: 0.986 -1.229 -3.097
H: 1.393 -1.298 -4.817
H: 1.747 -2.692 -3.775

HOMO energy in eV: 0.199
Net charge: -2
Orbital gap in eV: 4.417